1.
{"formula": "C19H50Cl2IO8P", "method": "ωB97M-V/def2-TZVPD", "fmax_ha_per_bohr": 0.0112, "smiles": "C[C@@H](Cl)[C@@H](Cl)PCC(=O)I.CCO.CCO.CCO.CCO.CCO.CCO.CCO", "mol_weight_da": 635.4, "e_tot_ev": -79326.6632, "orbital_gap_ev": 9.78, "homo_energy_ev": -9.57, "species": ["C", "C", "Cl", "C", "Cl", "P", "C", "C", "O", "I", "H", "H", "H", "H", "H", "H", "H", "H", "C", "C", "O", "H", "H", "H", "H", "H", "H", "C", "C", "O", "H", "H", "H", "H", "H", "H", "C", "C", "O", "H", "H", "H", "H", "H", "H", "C", "C", "O", "H", "H", "H", "H", "H", "H", "C", "C", "O", "H", "H", "H", "H", "H", "H", "C", "C", "O", "H", "H", "H", "H", "H", "H", "C", "C", "O", "H", "H", "H", "H", "H", "H"], "positions_angstrom": [[4.5216, -4.1462, 1.8077], [3.1524, -3.6183, 2.2449], [3.2293, -3.0391, 3.9412], [2.5780, -2.4971, 1.3915], [3.6938, -1.1194, 1.2676], [2.2719, -3.0785, -0.3508], [0.6479, -4.0161, -0.2219], [0.0110, -4.0611, 1.1218], [-0.3943, -3.1303, 1.7374], [-0.2321, -6.0279, 2.0171], [5.3121, -3.6688, 2.3781], [4.6902, -3.9703, 0.7468], [4.5599, -5.2236, 1.9669], [2.4264, -4.4311, 2.2652], [1.6500, -2.1322, 1.8221], [1.8009, -1.8693, -0.8891], [0.8387, -5.0170, -0.5991], [-0.0738, -3.5425, -0.8967], [-3.3250, -4.0434, -2.2802], [-2.7312, -2.9340, -3.1256], [-1.3716, -3.2121, -3.4785], [-2.7358, -4.1802, -1.3724], [-4.3531, -3.8205, -1.9938], [-3.3190, -4.9905, -2.8272], [-2.7222, -1.9962, -2.5740], [-3.3214, -2.7874, -4.0363], [-1.3609, -4.0319, -3.9811], [-0.2362, 0.1876, -0.2982], [-1.7309, 0.0856, -0.0617], [-2.1431, -1.2637, 0.1418], [0.0442, -0.4076, -1.1688], [0.0676, 1.2214, -0.4697], [0.3178, -0.1951, 0.5639], [-2.2780, 0.4479, -0.9326], [-2.0236, 0.6907, 0.8050], [-1.6706, -1.5973, 0.9116], [1.9193, 1.9311, 4.2694], [3.4329, 1.9991, 4.3634], [4.0379, 0.7275, 4.1673], [1.5270, 1.2256, 5.0023], [1.4689, 2.9090, 4.4473], [1.6111, 1.5873, 3.2788], [3.7393, 2.3287, 5.3555], [3.8268, 2.7179, 3.6352], [3.7904, 0.4184, 3.2888], [-4.8490, 2.8646, 1.1367], [-5.7923, 2.3009, 0.0935], [-5.0962, 1.5776, -0.9208], [-4.1176, 3.5165, 0.6688], [-5.3903, 3.4397, 1.8877], [-4.3093, 2.0579, 1.6413], [-6.3190, 3.1044, -0.4194], [-6.5401, 1.6509, 0.5604], [-4.6241, 0.8540, -0.4950], [8.6575, -0.1628, 0.4931], [7.3025, -0.7339, 0.8702], [7.3989, -2.0720, 1.3473], [9.1304, -0.7814, -0.2701], [8.5614, 0.8540, 0.1098], [9.3213, -0.1382, 1.3605], [6.6502, -0.7642, -0.0014], [6.8241, -0.1036, 1.6284], [7.9615, -2.0648, 2.1273], [-3.3835, 1.3669, -5.6813], [-3.4521, 0.1484, -4.7791], [-3.3811, 0.5078, -3.4040], [-2.4624, 1.9201, -5.4968], [-3.4156, 1.0806, -6.7337], [-4.2210, 2.0399, -5.4841], [-2.6059, -0.5124, -4.9639], [-4.3728, -0.4166, -4.9647], [-4.1277, 1.0831, -3.1992], [-1.9578, 7.0542, 0.0097], [-2.9677, 5.9600, -0.2808], [-4.1213, 6.0557, 0.5533], [-1.6494, 7.0174, 1.0547], [-1.0738, 6.9481, -0.6204], [-2.3916, 8.0397, -0.1750], [-2.5335, 4.9808, -0.0835], [-3.2684, 5.9872, -1.3335], [-4.5290, 6.9100, 0.3836]], "forces_ev_per_angstrom": [[-0.2643, -0.1173, 0.0562], [0.2478, 0.1004, 0.0006], [-0.0752, -0.0652, 0.1566], [-0.3744, -0.1979, -0.1749], [0.1772, 0.1714, -0.1143], [0.3965, -0.2191, -0.3579], [0.0349, -0.2661, -0.2611], [-0.3621, 0.1508, 0.2384], [0.0413, 0.0361, -0.0256], [0.0997, -0.0107, -0.1336], [0.0706, 0.0638, -0.1258], [0.0278, 0.0785, -0.0249], [0.0883, 0.0333, 0.1179], [-0.0817, 0.0231, -0.0590], [0.1270, 0.1290, 0.1693], [-0.1813, 0.0976, 0.2675], [-0.0650, -0.0374, 0.1176], [0.0376, 0.1278, 0.0144], [0.1192, -0.0694, -0.0080], [-0.0030, -0.1236, 0.0091], [0.0086, 0.0917, 0.1353], [-0.0346, 0.0451, 0.0399], [-0.0016, 0.0291, -0.0139], [-0.0594, 0.0043, -0.0047], [0.0606, 0.0255, -0.0302], [-0.0396, 0.0345, 0.0343], [0.0164, -0.0204, -0.0276], [-0.0117, -0.0600, -0.0181], [0.0125, -0.0513, 0.0761], [-0.0648, 0.0763, -0.1164], [-0.0332, 0.0496, -0.0316], [-0.0006, 0.0036, 0.0086], [0.0096, 0.0449, 0.0218], [-0.0003, -0.0273, -0.0254], [0.0201, 0.0783, -0.0488], [0.0260, -0.1230, 0.0362], [0.0080, -0.0647, 0.0218], [-0.0228, -0.0853, -0.1102], [-0.0051, 0.1527, 0.0324], [0.0011, 0.0129, 0.0195], [0.0034, 0.0071, -0.0127], [-0.0025, 0.0386, -0.0226], [0.0246, 0.0035, 0.0108], [-0.0108, 0.0556, 0.0448], [0.0116, -0.1642, 0.0449], [0.0537, -0.1567, -0.0150], [0.0689, -0.0765, 0.0494], [-0.0019, 0.0197, -0.0831], [-0.0042, 0.0795, -0.0071], [0.0015, 0.0135, 0.0030], [-0.0655, -0.0112, 0.0362], [-0.0054, -0.0007, -0.0292], [-0.0396, 0.0488, 0.0011], [0.0354, -0.0471, -0.0498], [0.0185, -0.0957, -0.0058], [0.1193, 0.0851, 0.1264], [-0.0428, -0.0019, -0.1003], [-0.0126, 0.0127, -0.0233], [-0.0088, 0.0075, 0.0132], [-0.0119, 0.0490, 0.0117], [-0.0474, -0.0761, 0.0171], [-0.0466, 0.0242, -0.0483], [0.0012, -0.0226, 0.0339], [0.0210, 0.0061, 0.0226], [-0.0959, 0.1803, 0.0959], [0.0533, -0.0363, -0.0131], [0.0212, -0.0194, -0.0159], [-0.0117, -0.0035, -0.0002], [-0.0288, -0.0224, -0.0327], [0.0055, -0.0301, 0.0302], [0.0354, -0.0381, -0.0800], [-0.0041, -0.0076, 0.1657], [-0.0440, -0.0031, 0.0830], [-0.0692, 0.1438, -0.0011], [0.1234, 0.0052, -0.0706], [0.0202, -0.0209, -0.0030], [-0.0057, 0.0006, -0.0157], [0.0183, 0.0034, -0.0471], [-0.0214, -0.0331, 0.0007], [0.0484, -0.0532, -0.0183], [-0.0540, 0.0145, 0.0423]], "lowdin_charge": [-0.14, -0.82, 0.63, -0.96, 0.65, 0.97, -0.40, -0.90, -0.02, 0.81, 0.05, 0.05, 0.08, 0.04, 0.04, -0.07, 0.04, 0.08, -0.08, -0.32, -0.09, 0.06, 0.08, 0.07, 0.09, 0.10, 0.08, -0.08, -0.31, -0.09, 0.06, 0.08, 0.06, 0.09, 0.11, 0.05, -0.09, -0.33, -0.11, 0.08, 0.07, 0.06, 0.11, 0.11, -0.01, -0.08, -0.30, -0.09, 0.05, 0.08, 0.07, 0.11, 0.11, 0.07, -0.09, -0.34, -0.09, 0.07, 0.07, 0.07, 0.10, 0.10, 0.08, -0.09, -0.33, -0.09, 0.08, 0.07, 0.07, 0.11, 0.11, 0.07, -0.09, -0.32, -0.09, 0.08, 0.07, 0.07, 0.10, 0.11, 0.08]}

2.
{"formula": "C19H51BN2O6P", "method": "ωB97M-V/def2-TZVPD", "fmax_ha_per_bohr": 0.0542, "mol_weight_da": 445.4, "e_tot_ev": -45756.0937, "orbital_gap_ev": 9.37, "homo_energy_ev": -11.93, "charge": 1, "species": ["C", "C", "O", "B", "O", "N", "C", "C", "N", "P", "C", "C", "C", "C", "C", "C", "C", "H", "H", "H", "H", "H", "H", "H", "H", "H", "H", "H", "H", "H", "H", "H", "H", "H", "H", "H", "H", "H", "H", "H", "H", "H", "H", "H", "C", "C", "O", "H", "H", "H", "H", "H", "H", "C", "C", "O", "H", "H", "H", "H", "H", "H", "C", "C", "O", "H", "H", "H", "H", "H", "H", "C", "C", "O", "H", "H", "H", "H", "H", "H"], "positions_angstrom": [[-3.6893, 0.8761, 2.3724], [-2.4500, 1.5306, 1.6897], [-2.9519, 2.3874, 0.6403], [-1.9969, 2.5071, -0.4060], [-0.6905, 2.8635, -0.0092], [-2.4491, 2.3200, -1.7869], [-3.6843, 1.5449, -1.8986], [-3.5059, 0.0066, -1.6938], [-2.2309, -0.5109, -2.3217], [-1.1252, -1.0115, -0.9779], [0.5857, -1.3743, -1.6253], [1.4373, -0.1024, -1.8873], [-1.7885, -2.6856, -0.4176], [-2.6921, -2.5531, 0.8699], [-1.6206, 0.4361, -3.2946], [-1.4009, 1.8722, -2.7193], [-1.4112, 2.8664, -3.9422], [-4.1592, 1.6135, 3.0370], [-4.3685, 0.5119, 1.5837], [-3.3205, -0.0017, 2.9297], [-1.7755, 2.0390, 2.3930], [-1.8773, 0.7076, 1.2076], [-0.3334, 3.4618, -0.6700], [-4.5021, 1.9005, -1.2619], [-4.0410, 1.6702, -2.9434], [-4.3388, -0.5401, -2.1745], [-3.4966, -0.2669, -0.6259], [-2.4722, -1.3555, -2.8487], [1.0888, -1.9238, -0.8046], [0.5901, -2.0793, -2.4843], [2.5090, -0.3510, -1.9097], [1.2283, 0.3581, -2.8721], [1.2824, 0.6509, -1.1004], [-2.2912, -3.2315, -1.2387], [-0.9226, -3.3029, -0.1137], [-2.3519, -3.2375, 1.6622], [-3.7582, -2.7042, 0.6419], [-2.5322, -1.5300, 1.2549], [-0.7095, 0.0050, -3.7378], [-2.3357, 0.5397, -4.1341], [-0.3793, 1.9044, -2.3145], [-0.4127, 2.9633, -4.4020], [-2.1888, 2.6202, -4.6829], [-1.6494, 3.8664, -3.5357], [1.3537, -1.4300, 2.8394], [2.6199, -1.0085, 2.1195], [2.3034, -0.3519, 0.8886], [0.7616, -2.1013, 2.2107], [1.5884, -1.9398, 3.7743], [0.7274, -0.5606, 3.0607], [3.2300, -1.8775, 1.8831], [3.2123, -0.3318, 2.7409], [1.7725, 0.4214, 1.1023], [4.8906, -5.3529, 3.2607], [4.9948, -3.8445, 3.1378], [4.1869, -3.1974, 4.1202], [3.8542, -5.6745, 3.1447], [5.5003, -5.8511, 2.5048], [5.2208, -5.6833, 4.2483], [4.6459, -3.5176, 2.1582], [6.0320, -3.5171, 3.2602], [4.5029, -3.4778, 4.9825], [5.9000, -0.7436, -4.4364], [4.5482, -1.1072, -5.0197], [3.5769, -0.1050, -4.7159], [5.8294, -0.6257, -3.3537], [6.6422, -1.5120, -4.6586], [6.2519, 0.2086, -4.8411], [4.1912, -2.0472, -4.5985], [4.6132, -1.2197, -6.1064], [3.8850, 0.7216, -5.0955], [-3.9119, 4.2442, 4.4653], [-2.5641, 4.9327, 4.3676], [-1.6273, 4.1218, 3.6601], [-3.8124, 3.2823, 4.9723], [-4.6275, 4.8584, 5.0144], [-4.3156, 4.0442, 3.4686], [-2.1552, 5.1130, 5.3612], [-2.6585, 5.8947, 3.8542], [-1.9806, 3.9736, 2.7783]], "forces_ev_per_angstrom": [[1.3007, 0.3275, -0.2683], [-0.8056, -1.2800, 0.0542], [1.3529, -0.2417, -1.1773], [-0.5639, 0.7112, 1.4232], [-1.3416, -0.2194, -0.8522], [0.8751, -1.5274, 2.0994], [-0.2395, -0.5110, -1.6249], [-0.8220, 0.3752, 0.1812], [0.0437, -1.0447, -0.6199], [1.6625, -0.1323, 2.2329], [0.0080, -0.1539, -0.7747], [-0.0842, 0.0340, -0.4688], [-0.3305, -0.0735, 0.1058], [0.4939, 0.5553, -0.5691], [-0.5348, 1.0887, -0.7872], [0.0159, 0.6408, -2.0305], [0.3755, 0.2101, 0.6596], [-0.1360, -0.4792, -0.2255], [0.0757, 0.2867, 0.4051], [-0.3514, 0.4172, 0.1034], [-0.3781, -0.0263, -0.2050], [-0.0893, 0.4834, 0.3614], [0.5279, 0.0014, -0.0445], [0.5520, -0.0186, 0.0556], [0.0076, 0.0125, 0.4958], [0.3233, 0.3571, 0.2492], [0.1131, 0.1866, -0.3701], [-0.0348, 0.1975, -0.0375], [-0.6082, 0.2864, -0.0678], [0.0236, 0.4380, 0.2970], [-0.4611, -0.0037, 0.1096], [0.0242, -0.2472, 0.4546], [0.0181, -0.3034, -0.2952], [0.1921, 0.1502, 0.3518], [-0.1083, 0.4897, -0.5155], [-0.3138, 0.1089, -0.4426], [0.4120, 0.0354, 0.2194], [-0.3615, -0.4528, 0.0681], [-0.2567, 0.1636, 0.4915], [0.1940, -0.2600, 0.4680], [-0.6034, 0.0901, 0.4841], [-0.5029, -0.3225, -0.1118], [0.3825, 0.0377, 0.1785], [0.0820, -0.4676, -0.1971], [-0.0470, -0.0213, 0.0362], [-0.2972, 0.2417, 0.1896], [0.0872, -0.2511, -0.1062], [0.0670, -0.0575, 0.0135], [-0.0055, 0.0057, -0.0322], [0.0614, 0.0125, 0.0685], [0.0104, 0.1028, -0.1256], [0.0541, -0.1520, 0.0731], [0.0111, 0.0884, 0.0628], [-0.0522, -0.0354, -0.0582], [0.0964, -0.2171, 0.4089], [-0.1529, 0.1583, -0.3284], [0.0221, 0.0306, -0.0602], [0.0049, -0.0177, 0.0509], [0.0952, 0.0000, -0.0515], [-0.0353, 0.0883, 0.0755], [0.0246, -0.0323, -0.1684], [0.0004, 0.0105, 0.1116], [-0.0006, -0.0157, 0.0737], [0.2325, 0.3075, -0.0899], [-0.2846, -0.2105, 0.1543], [-0.0110, -0.0744, -0.0174], [0.0105, 0.0492, -0.0080], [0.0412, -0.0683, -0.0783], [-0.1311, 0.0873, -0.0015], [0.0472, -0.1486, 0.0266], [0.0436, 0.0776, -0.0313], [-0.0273, -0.0565, 0.0367], [-0.1541, -0.1064, -0.2894], [0.1391, -0.0202, 0.2101], [0.0222, 0.0657, 0.0729], [-0.0166, -0.0321, -0.0393], [-0.0378, 0.1188, -0.0007], [0.1221, -0.0468, -0.0817], [-0.0526, 0.0676, 0.1393], [-0.0161, 0.1317, -0.0999]], "lowdin_charge": [-0.04, -0.24, 0.02, -0.68, 0.15, 0.05, -0.11, -0.11, -0.24, 1.10, -0.37, -0.16, -0.35, -0.14, -0.11, -0.31, -0.02, 0.06, 0.07, 0.08, 0.11, 0.06, 0.10, 0.14, 0.13, 0.14, 0.09, 0.15, 0.08, 0.09, 0.08, 0.06, 0.05, 0.08, 0.08, 0.08, 0.08, 0.02, 0.13, 0.13, 0.11, 0.09, 0.08, 0.09, -0.08, -0.29, -0.10, 0.06, 0.07, 0.07, 0.09, 0.12, 0.08, -0.09, -0.32, -0.09, 0.08, 0.08, 0.08, 0.09, 0.11, 0.08, -0.09, -0.32, -0.10, 0.07, 0.08, 0.07, 0.11, 0.11, 0.08, -0.09, -0.30, -0.09, 0.07, 0.08, 0.07, 0.11, 0.11, 0.05]}

Q: Which formula does entry 2 have?
A: C19H51BN2O6P